Record 1
The following is a DFT calculation (ωB97M-V with the def2-TZVPD basis set) of a cluster of 13 separate species, C36H86N12O12 in total.

Summary:
* max |F|: 5.89 eV Å⁻¹
* HOMO-LUMO gap: 8.1064 eV
* energy: -81181.668 eV
* 2S+1: 1
* E_LUMO: -0.1730 eV

The geometry in XYZ format:
```
146
Properties=species:S:1:pos:R:3:forces:R:3:mulliken_charge:R:1
O -2.1260 -1.5585 6.9095 -0.43 -0.49 -0.84 -0.658
C -1.8844 -0.3867 6.7009 -2.48 -0.64 -0.74 0.550
N -1.0580 0.2375 7.4887 2.89 2.15 1.96 -0.328
C -2.5862 0.5611 5.7129 0.16 -1.39 -0.06 -0.474
H -0.5709 -0.2783 8.2076 -0.07 -0.08 -0.21 0.241
H -0.6741 1.1379 7.2398 -0.24 -0.23 0.15 0.121
H -3.5706 0.1727 5.4517 0.02 0.11 0.16 0.315
H -2.0037 0.4931 4.7941 0.04 0.53 -0.18 -0.197
H -2.6628 1.5618 6.1382 0.08 -0.02 -0.32 0.399
O 0.3830 5.8921 -0.6708 -0.48 0.20 1.21 -0.705
C 0.0305 5.2149 0.3080 4.37 -0.59 -3.90 0.015
N -1.1554 5.2299 0.7857 -3.95 0.08 2.20 -0.205
C 1.0300 4.2126 0.8462 0.42 -0.17 0.32 -0.718
H -1.8046 5.9591 0.5269 0.12 -0.19 -0.22 0.278
H -1.4926 4.5028 1.4003 0.15 0.21 -0.06 0.111
H 0.6756 3.2023 1.0510 -0.53 0.17 0.21 -0.004
H 1.4480 4.6443 1.7556 0.16 -0.17 0.13 0.871
H 1.8593 4.0611 0.1553 -0.23 0.51 -0.17 0.377
O -0.8378 1.2910 0.2660 -1.35 1.59 -0.05 -0.216
C -0.1925 0.2762 0.4226 -1.43 0.52 1.26 0.261
N 0.8047 -0.0013 -0.3731 1.52 -1.57 -0.26 1.431
C -0.5405 -0.6654 1.5781 0.83 -0.20 -1.16 0.212
H 1.1442 0.6659 -1.0511 -0.23 -0.10 0.12 -0.093
H 1.3724 -0.7596 -0.0228 0.71 0.09 -0.63 -0.851
H -1.3214 -1.3435 1.2339 -0.25 0.19 0.16 0.255
H -0.8493 -0.0682 2.4360 0.02 -0.27 -0.09 -0.813
H 0.3267 -1.3013 1.7563 0.00 -0.02 0.53 -0.011
O -5.3018 0.9381 -3.0084 -0.96 -1.12 0.15 -0.692
C -4.4573 1.7933 -3.0846 -0.72 0.60 0.88 0.285
N -4.0138 2.3057 -4.2222 0.55 0.63 -0.69 -0.144
C -3.9227 2.4504 -1.8201 0.10 -0.33 0.49 -0.172
H -4.4990 2.2139 -5.1033 0.20 -0.41 0.30 0.253
H -3.2145 2.9129 -4.1099 0.38 0.56 -0.70 0.042
H -3.7368 3.5230 -1.8745 0.20 -0.06 -0.36 0.222
H -3.0175 1.9285 -1.5099 0.20 0.12 0.08 -0.362
H -4.6616 2.3049 -1.0321 -0.03 -0.14 -0.09 0.486
O 5.3459 -3.5658 -2.7779 0.31 -0.59 -0.41 -0.750
C 4.5725 -3.5382 -1.8270 1.21 -4.17 -3.08 0.712
N 4.2225 -2.4264 -1.3360 -1.71 4.07 2.60 0.215
C 3.9504 -4.8240 -1.2637 0.02 0.52 -0.85 -0.519
H 4.5458 -1.5793 -1.7811 0.20 -0.20 0.17 0.231
H 3.7585 -2.3604 -0.4414 -0.33 0.25 -0.11 -0.278
H 3.6881 -5.5407 -2.0419 0.66 0.22 -0.48 0.386
H 2.9498 -4.6197 -0.8826 0.46 0.01 1.21 -0.180
H 4.7544 -5.2731 -0.6807 -0.67 -0.18 0.69 0.288
O 2.8376 -1.5486 0.9034 -1.99 -0.66 -3.42 0.310
C 3.3537 -1.4635 1.9671 2.71 -0.98 3.26 0.113
N 3.0504 -0.5024 2.8277 -0.04 0.49 1.00 0.095
C 4.4033 -2.5096 2.4147 0.65 -0.32 0.19 -1.582
H 2.3309 0.1688 2.5998 0.20 0.15 -0.05 -0.080
H 3.7442 -0.1959 3.4947 -0.16 -0.09 0.05 0.239
H 5.4464 -2.2668 2.2117 -0.08 0.78 -0.44 0.336
H 4.3054 -3.4720 1.9124 -0.60 0.18 -0.26 0.225
H 4.4760 -2.7542 3.4745 -0.70 0.37 0.19 0.482
O 5.6456 1.3481 2.2327 -1.17 -0.13 0.11 -0.638
C 5.1850 1.9809 1.2820 1.24 -1.63 1.45 0.216
N 6.0861 2.6883 0.5733 -0.62 1.08 -2.05 -0.397
C 3.7206 1.9190 0.8561 1.01 0.90 -0.71 0.456
H 5.7772 3.0350 -0.3236 0.15 0.17 0.09 0.205
H 7.0764 2.4949 0.6166 -0.29 -0.16 0.55 0.273
H 3.4406 0.8843 0.6582 -0.06 0.11 0.42 -0.473
H 3.6283 2.4459 -0.0936 -0.16 0.10 -0.11 0.508
H 3.0963 2.4504 1.5744 -0.06 -0.50 0.15 -0.159
O -1.3172 -2.9609 -2.7191 -1.00 1.07 -0.97 -0.682
C -1.0446 -3.6077 -1.7365 1.63 0.02 -1.42 0.014
N -1.9610 -3.9973 -0.8607 -0.77 -0.36 0.78 -0.221
C 0.4261 -3.9273 -1.5811 0.01 0.12 1.03 0.298
H -2.8963 -3.6647 -1.0467 0.05 -0.27 0.02 0.224
H -1.7754 -4.6760 -0.1362 0.19 0.37 0.27 0.160
H 0.9989 -3.3611 -2.3156 -0.29 -0.27 -0.19 -0.132
H 0.6498 -4.9923 -1.6422 0.01 0.01 0.12 0.625
H 0.7290 -3.5219 -0.6157 0.23 -0.34 0.28 -0.487
O 1.8135 2.1155 3.6387 2.07 -0.57 -1.94 -0.525
C 1.1126 2.7243 4.3939 -1.19 -1.44 0.32 0.268
N 1.2945 2.5998 5.7074 -0.09 0.62 1.74 -0.436
C -0.1204 3.3484 3.9046 -1.20 1.40 0.33 -0.148
H 0.5571 2.8427 6.3534 0.50 0.28 -0.07 0.215
H 2.1731 2.2345 6.0461 -0.27 -0.11 -0.02 0.220
H -0.7469 3.7396 4.7062 -0.08 -0.09 0.12 0.497
H -0.7070 2.6309 3.3307 0.23 0.05 -0.18 -0.311
H 0.1439 4.2217 3.3084 -0.11 -0.22 -0.20 0.140
O -4.9784 1.0678 3.2231 -0.26 -0.44 -0.58 -0.731
C -4.3731 0.8351 2.1711 -0.98 -0.73 1.79 0.765
N -3.2710 1.5322 1.9384 0.83 0.55 -0.47 0.113
C -4.7880 -0.2439 1.2019 -0.07 0.73 -0.01 -0.654
H -3.1018 2.1961 2.6805 0.35 0.08 -0.37 0.121
H -2.6850 1.4236 1.1230 0.34 0.18 0.08 -0.112
H -5.8773 -0.2070 1.2142 0.08 -0.21 -0.36 0.358
H -4.4660 -1.2389 1.5093 0.11 0.14 0.18 -0.113
H -4.3679 -0.0046 0.2250 -0.28 -0.26 -0.20 0.226
C 1.4176 -5.0630 2.0122 0.32 0.16 0.49 -1.378
C 0.0349 -4.9075 2.6661 1.01 -1.20 -1.97 -0.465
N -1.0157 -5.3431 1.7228 -2.07 1.65 1.43 0.739
C -2.3482 -5.1324 2.4036 0.28 -0.31 -0.21 -0.953
C -2.7320 -3.6588 2.6013 0.95 -1.22 -0.08 -0.791
C -0.9892 -6.6857 1.1544 0.95 2.17 -0.74 -0.545
C -1.2114 -7.7840 2.0686 -0.27 -3.02 1.64 -1.551
H 1.6974 -6.0805 1.7392 -0.16 -0.03 0.01 0.440
H 2.1663 -4.7249 2.7287 0.12 -0.03 0.12 0.514
H 1.5425 -4.4177 1.1426 -0.23 -0.08 -0.08 0.009
H -0.0035 -5.5294 3.5604 -0.01 0.36 0.51 0.352
H -0.0251 -3.8337 2.8434 -0.66 -0.19 0.41 0.187
H -2.3952 -5.6235 3.3756 0.33 -0.24 0.29 0.453
H -3.0868 -5.6870 1.8249 -0.18 0.27 -0.34 0.543
H -3.7824 -3.5806 2.8818 0.03 0.24 -0.42 0.452
H -2.4075 -3.2135 1.6608 -0.59 0.72 0.17 -0.162
H -2.1431 -3.2868 3.4396 -0.04 0.37 -0.13 0.308
H -1.6930 -6.6424 0.3232 -0.10 -0.42 -0.10 0.410
H 0.0127 -6.7506 0.7300 -0.06 -0.42 -0.30 0.413
H -0.5701 -7.7629 2.9498 0.41 0.11 -0.13 0.317
H -2.1760 -8.0343 2.5102 -0.57 0.99 -0.29 0.339
H -1.0294 -8.7322 1.5629 0.51 -0.10 -0.14 0.429
C -0.1755 3.2048 -2.7225 0.36 1.00 1.40 -0.517
C -0.8344 4.4500 -3.3436 0.64 -0.98 0.45 -0.931
N -1.6818 4.0420 -4.4410 -0.98 -0.79 -0.20 0.966
C -0.9807 3.2210 -5.4627 -0.94 -1.38 1.30 -0.442
C 0.0419 3.8568 -6.3061 0.56 1.46 -0.79 -1.387
C -2.3684 5.2012 -5.0243 0.60 1.24 1.87 -0.878
C -3.2574 6.0498 -3.9863 0.74 -1.26 -0.79 -1.236
H 0.5793 2.6744 -3.3031 -0.71 -0.35 -0.48 0.457
H -0.9664 2.6521 -2.2154 0.10 -0.85 -0.74 -0.133
H 0.4238 3.4664 -1.8505 0.07 0.73 0.12 -0.099
H -1.4223 4.9169 -2.5535 -0.11 -0.10 -0.09 0.299
H -0.1096 5.2131 -3.6273 0.40 0.15 -0.24 0.273
H -0.5443 2.3547 -4.9654 -0.08 0.09 0.22 0.183
H -1.7264 2.7209 -6.0808 -0.37 0.40 -0.20 0.415
H 0.2332 3.2439 -7.1868 0.11 0.15 0.05 0.387
H -0.3459 4.8353 -6.5896 0.11 0.02 -0.66 0.402
H 0.9882 4.1008 -5.8233 0.09 -0.38 0.25 0.247
H -2.9670 4.9456 -5.8986 0.22 -0.09 0.01 0.382
H -1.4795 5.7933 -5.2419 -0.57 1.10 -0.99 0.573
H -4.0238 5.3927 -3.5751 -0.27 0.09 -0.13 0.252
H -3.7012 6.9127 -4.4827 -0.10 -0.21 -0.14 0.426
H -2.7075 6.4376 -3.1288 0.31 -0.06 -0.23 0.272
O 1.6305 0.9106 -6.8418 -0.01 0.68 -0.05 -0.596
C 1.7422 0.3579 -5.7871 -1.14 -0.67 -1.95 0.569
O 0.6229 -0.0289 -5.1020 0.00 0.84 -0.91 -0.360
C 0.9422 -0.8334 -3.9910 -0.34 0.17 -0.05 -0.226
C 2.3993 -0.5825 -3.8121 2.41 -0.77 0.97 0.688
C 2.9914 -0.1619 -5.1937 -0.35 -0.71 1.78 -0.750
H 0.7182 -1.8788 -4.2035 -0.12 0.03 -0.10 0.227
H 0.3209 -0.5131 -3.1547 0.04 -0.14 0.02 0.039
H 2.8477 -1.5230 -3.4921 0.30 0.15 0.23 -0.240
H 2.5982 0.1520 -3.0316 0.00 0.21 -0.03 0.021
H 3.3925 -1.0541 -5.6747 -0.54 -0.05 -0.46 0.301
H 3.8254 0.5363 -5.2633 -0.34 0.28 0.51 0.343
```
Positions in Å, forces in eV/Å.

---

Record 2
The following is a DFT calculation (ωB97M-V with the def2-TZVPD basis set) of a structure of composition C36H88N4.

Summary:
* max |F|: 9.99 eV Å⁻¹
* HOMO-LUMO gap: 8.5191 eV
* energy: -44699.692 eV
* 2S+1: 1
* E_LUMO: 0.7238 eV

The geometry in XYZ format:
```
128
Properties=species:S:1:pos:R:3:forces:R:3:mulliken_charge:R:1
C -6.6375 4.7338 2.6200 -2.04 -0.32 -0.35 -1.054
C -5.9165 3.7338 3.5150 2.65 0.78 0.53 -0.684
N -4.4115 3.5828 3.2920 0.43 -0.52 -0.25 0.129
C -3.5655 3.3648 4.5370 0.05 0.83 -0.42 -0.888
C -3.5065 1.9588 5.1350 -3.79 0.24 3.33 -0.272
C -4.0645 2.6458 2.1430 0.94 6.40 1.11 -1.368
C -2.6335 2.7838 1.7400 0.39 -3.56 0.79 -0.417
H -6.1135 5.6598 2.9040 -0.56 0.13 -1.04 0.298
H -7.7655 4.7928 2.9700 2.24 0.03 -0.39 0.297
H -6.7775 4.5028 1.4880 0.97 0.47 1.93 0.277
H -6.2855 2.7648 3.5230 -1.38 -1.86 -0.05 0.455
H -5.9855 4.1448 4.5330 -0.15 -0.26 -0.17 0.408
H -3.8305 4.2038 5.2290 -0.25 -1.09 -0.16 0.454
H -2.5065 3.5928 4.3780 -0.13 0.32 -0.89 0.272
H -3.2065 1.2038 4.4630 -0.40 -0.85 -1.28 -0.258
H -4.6335 1.7578 5.6960 3.04 -0.06 -1.89 0.188
H -2.8005 1.7458 5.9640 -0.20 1.04 -0.21 0.429
H -4.6885 2.8998 1.3320 -0.79 0.55 -1.02 0.496
H -4.1845 1.7158 2.3030 -1.63 -6.93 1.91 0.815
H -2.5385 3.7478 1.5220 1.10 4.02 -1.66 0.600
H -2.3925 2.0538 0.9350 -0.13 0.81 0.18 -0.128
H -1.9135 2.5808 2.5460 -0.45 -0.12 -0.01 0.058
C 4.6935 -1.5842 -2.7780 2.03 2.70 -0.22 -0.762
C 3.6705 -2.6192 -2.2300 0.75 -0.89 -1.40 -0.253
N 3.6265 -2.5892 -0.7700 -0.71 1.63 0.29 1.077
C 2.2715 -2.8032 -0.1980 0.79 -2.48 2.44 0.866
C 1.8305 -4.3962 -0.1950 0.06 5.94 6.73 -1.669
C 4.6965 -3.5042 -0.3160 0.68 0.16 1.11 -0.855
C 5.0105 -3.4452 1.1520 -7.39 4.83 1.74 -1.256
H 4.5865 -0.4512 -2.3620 -0.39 -2.89 -1.05 -0.407
H 5.1675 -1.4672 -3.8370 -2.53 -0.48 0.71 0.382
H 5.7085 -1.7952 -2.4830 0.43 -0.54 1.57 0.420
H 4.0045 -3.6982 -2.3410 -0.16 1.12 -1.42 0.399
H 2.7415 -2.5042 -2.8440 0.21 -0.04 1.33 0.010
H 1.4665 -2.1822 -0.5440 0.22 0.50 -1.12 -0.866
H 2.2345 -2.5212 0.9770 0.54 -0.77 -2.66 -0.191
H 2.5155 -4.7172 0.6180 -0.62 -0.28 -0.09 0.398
H 1.9835 -5.0742 -0.8540 0.78 -3.65 -5.47 0.591
H 0.8265 -4.4402 0.2400 0.06 -0.15 -0.27 0.257
H 5.6945 -3.4042 -0.7950 -1.03 0.57 -0.48 0.399
H 4.3515 -4.4752 -0.5270 -0.19 -1.74 -0.55 0.569
H 4.0125 -3.6202 1.8500 2.07 -0.43 -1.83 0.097
H 4.9985 -2.3512 1.4840 0.65 -0.87 -0.87 0.066
H 5.7345 -3.8232 1.7050 3.79 -2.53 1.36 0.713
C -0.7685 0.7848 -1.7260 7.87 0.86 -4.09 -3.007
C -0.1695 -0.3392 -2.5870 -3.96 0.45 -0.50 0.834
N -1.0735 -0.7372 -3.7640 1.38 -2.79 2.76 0.211
C -1.4405 0.1578 -4.7890 1.70 3.73 1.61 -0.935
C -0.1725 0.7378 -5.5140 0.57 -8.34 4.32 -1.065
C -0.8525 -2.2032 -4.2020 1.49 6.06 -3.34 -0.574
C -1.8925 -3.0112 -3.7520 -1.89 -4.32 -1.42 -1.043
H -1.6435 0.8088 -1.4310 -8.67 -0.56 2.70 1.529
H -0.5025 1.7928 -2.0260 -0.44 0.33 -1.34 0.470
H -0.0985 0.8368 -0.9530 1.38 -0.47 2.95 0.419
H -0.0705 -1.1302 -1.8110 0.26 -0.21 -1.41 -0.209
H 0.7075 0.1308 -2.9110 2.07 -0.22 -0.57 -0.184
H -2.1415 0.9988 -4.3850 1.18 -1.27 -0.68 0.256
H -1.9485 -0.4022 -5.4760 -1.76 -1.19 -1.82 0.594
H 0.5405 1.1278 -4.8120 0.68 -0.51 0.46 -0.125
H -0.2965 1.4368 -6.0930 -2.12 7.55 -6.19 0.925
H 0.1835 -0.1112 -6.2170 0.18 1.16 1.55 0.178
H 0.1475 -2.4972 -3.9740 0.69 -0.39 0.57 0.178
H -0.8865 -2.1692 -5.3500 0.29 -0.10 1.34 0.451
H -1.8495 -3.1322 -2.7090 -1.09 0.35 1.59 0.295
H -1.4655 -3.9942 -4.0620 -0.92 -0.24 -0.01 0.389
H -2.8595 -2.8952 -4.3530 1.09 0.08 1.63 0.230
C -1.6815 -2.5912 1.1590 -0.89 -3.73 -1.14 -1.337
C -3.1495 -2.0802 1.1330 2.87 -0.13 4.78 -0.224
N -4.0135 -2.9932 2.0510 3.36 1.60 -0.82 0.260
C -3.5305 -3.1352 3.4750 -7.87 3.83 -0.67 -1.135
C -3.6065 -1.7722 4.3130 -2.05 -0.60 -8.06 -1.175
C -5.3775 -2.8012 1.7610 -1.58 -1.19 1.27 -0.629
C -6.2075 -4.0232 2.1300 1.11 1.03 0.51 -1.467
H -1.7255 -3.7212 0.9390 -0.29 1.06 1.17 0.347
H -1.0065 -2.4412 1.9460 -0.05 0.24 2.31 0.611
H -0.9125 -2.4992 0.4370 -0.02 1.75 -2.21 0.186
H -3.4565 -2.1382 0.1720 -1.51 -0.24 -2.87 0.970
H -3.0365 -1.0032 1.4410 -0.92 -0.68 -0.07 -0.512
H -2.6415 -3.4032 3.6310 7.53 -2.35 -0.32 0.510
H -4.0795 -3.9292 3.9990 -0.53 0.34 -0.38 0.405
H -4.6135 -1.4602 4.2950 -1.23 0.60 0.28 0.363
H -3.0265 -1.0332 3.7670 0.29 0.12 0.28 0.016
H -3.3015 -1.9662 5.1850 2.52 -1.05 6.97 0.825
H -5.5865 -2.5732 0.7640 0.78 -0.49 -2.43 0.556
H -6.0035 -1.9712 2.0550 0.45 1.30 1.87 0.390
H -7.1775 -3.6252 2.0410 -1.94 -0.62 -1.63 0.460
H -6.3135 -4.0762 3.2020 1.08 -0.84 0.73 0.354
H -5.7905 -4.8992 1.6130 -0.99 0.04 0.35 0.306
C 0.8895 4.2518 -0.7240 2.32 2.89 1.53 -1.219
C 1.9805 4.2288 -1.7260 2.57 -3.52 3.08 -1.164
C 2.1115 2.9648 -2.5800 -0.05 -0.47 2.64 1.400
C 3.4545 2.9118 -3.2070 -0.25 -4.61 -0.84 -1.502
C 3.6555 1.6338 -4.1720 5.44 7.16 0.75 -0.638
C 5.0545 1.6228 -4.8840 1.37 1.82 1.80 -1.225
H 0.0335 3.8908 -1.0920 -3.64 -0.93 -1.55 0.408
H 0.8075 5.3228 -0.3600 -0.39 -1.28 -0.24 0.375
H 1.1095 3.6468 0.1070 0.44 -0.82 1.31 0.101
H 2.9515 4.4558 -1.1850 -0.68 -0.77 -0.29 0.388
H 1.9305 5.0508 -2.2410 -0.65 4.45 -3.77 0.697
H 1.3615 3.0768 -3.3750 -0.26 -1.00 0.41 0.225
H 2.0665 2.0878 -1.7950 -0.75 1.13 -1.88 -0.717
H 4.2505 2.8858 -2.4940 0.53 0.15 0.56 0.392
H 3.4875 3.7318 -3.7780 0.85 3.32 -2.32 0.770
H 2.9265 1.3748 -4.7520 -4.62 0.01 -4.47 0.903
H 3.5865 0.8498 -3.6480 0.21 -5.97 4.97 0.095
H 5.9565 1.1528 -4.1120 -2.57 1.54 -2.28 0.130
H 5.3175 2.8298 -5.1390 -0.35 -3.62 0.39 0.307
H 4.9865 0.9818 -5.7780 0.45 0.53 0.22 0.393
C 0.1665 0.5038 2.6620 -0.68 -2.09 3.56 -0.273
C 1.5065 -0.2342 2.2360 -0.59 2.77 1.51 1.011
C 2.5905 0.8588 2.1190 1.16 -3.67 1.93 -1.005
C 3.6135 0.3888 1.1450 1.01 3.32 -1.66 0.753
C 4.7795 1.4258 1.0580 -0.53 -2.63 -2.37 -0.779
C 5.7945 0.8778 0.0000 0.17 8.75 -0.90 -1.393
H -0.5545 -0.3962 2.6920 0.36 1.72 0.09 -0.164
H -0.3225 1.3368 1.9770 1.69 -1.64 1.64 -0.252
H 0.3195 0.7618 4.0160 -0.75 -0.13 -4.41 0.287
H 1.2895 -0.5752 1.2670 -0.02 -0.78 -1.43 -0.942
H 1.8545 -1.1092 2.8790 -0.83 1.26 -0.57 0.444
H 3.0365 1.1118 3.1380 -0.30 -0.60 -1.15 0.253
H 2.2515 1.7378 1.7840 -2.02 3.34 -1.23 0.196
H 3.3115 0.2198 0.0600 -0.48 0.40 1.32 -0.125
H 3.9315 -0.5252 1.4330 1.46 -3.06 0.95 -0.112
H 5.4095 1.4518 1.8770 0.64 0.11 2.44 0.448
H 4.3005 2.3768 0.9580 0.22 0.89 -0.70 0.464
H 6.8355 1.5028 0.1130 -2.54 -1.73 -1.07 0.244
H 5.3805 0.6088 -0.9740 0.06 1.85 -0.79 0.158
H 5.9085 -0.0372 0.1650 1.92 -7.82 2.94 0.679
```
Positions in Å, forces in eV/Å.